(1)
This record from the Open Molecules 2025 dataset describes a structure of composition C40H37ClNO7Tl. The level of theory is ωB97M-V/def2-TZVPD.

Structure (XYZ):
```
87
Properties=species:S:1:pos:R:3
Tl 1.0506 -0.4866 -0.9834
Cl -0.3472 5.7255 4.1647
O 3.1491 3.7323 -1.4561
O -0.5619 -2.3819 0.7959
O 0.4771 -0.2168 7.4344
O 2.3830 1.6323 -1.2681
O 1.8783 -0.9173 1.4357
O 0.5163 4.6881 -1.5530
O -1.3625 -1.0998 6.7477
N -0.2276 -0.6807 6.5394
C 0.3070 -0.7550 5.2150
C -2.1576 4.6379 -0.6066
C 0.0703 -3.5996 -2.3605
C -0.4568 -1.2820 4.1893
C 1.6112 -0.2908 4.9570
C 4.1196 -3.2743 0.0472
C 1.3700 -0.9036 2.5844
C -0.9918 4.9203 0.2900
C -0.8197 -2.0664 1.9431
C 1.2059 5.3831 1.9706
C -2.7042 -0.3255 -2.6108
C -0.0846 5.4054 2.4609
C 0.3157 4.9024 -0.2105
C -3.5272 -0.5959 -5.2907
C -1.8668 0.9551 -0.6612
C -1.2367 1.9618 3.4443
C 0.5911 -3.1828 -3.5771
C 0.9003 -4.0234 -1.3260
C 0.8251 3.3239 -1.8692
C 1.4030 5.1309 0.6203
C -2.6756 1.2003 1.6578
C -4.0031 -1.4653 -4.3195
C 2.1179 -0.3643 3.6977
C 2.8011 -3.6366 -2.7091
C -0.3557 1.6132 1.2186
C 0.0480 -1.3992 2.9033
C -3.5867 -1.3360 -3.0013
C -0.2939 -2.6728 -4.6788
C 2.2591 2.8784 -1.4883
C -2.4898 1.5822 2.9746
C -1.6140 1.2098 0.7155
C -0.1759 1.9582 2.5462
C -2.2337 0.5434 -3.6024
C -2.6364 0.4085 -4.9198
C 2.5494 -5.0489 0.8448
C 3.2412 -4.4546 -0.3761
C 1.9767 -3.2131 -3.7341
C 2.2813 -4.0426 -1.4785
C -1.1759 5.1777 1.6438
C -2.2995 -0.1883 -1.1971
H 2.3931 5.0739 0.1866
H 1.9477 -4.2916 1.3523
H -2.2464 1.0882 -5.6698
H 4.8520 -3.5951 0.7934
H -2.0726 5.1918 -1.5431
H -1.4628 -1.6208 4.3993
H -0.0087 -3.0978 -5.6442
H -1.0907 2.2524 4.4767
H -1.3383 -2.9112 -4.4906
H -3.3379 1.5661 3.6530
H 3.8987 -5.2238 -0.8047
H -2.1923 3.5712 -0.8521
H -1.5463 1.3229 -3.2974
H 0.8158 2.2483 2.8752
H 0.7449 3.2516 -2.9574
H 3.8760 -3.6411 -2.8569
H 4.6633 -2.8541 -0.8001
H -1.8426 -2.2385 2.3372
H -2.4301 -1.1170 -0.6228
H 0.4951 1.6932 0.5519
H 2.1851 0.1336 5.7689
H 2.0450 5.5487 2.6327
H 0.0692 2.6613 -1.4332
H 2.4121 -2.8874 -4.6730
H -3.8398 -0.7004 -6.3233
H 3.5155 -2.4806 0.4867
H -2.1734 5.1757 2.0638
H -3.9550 -2.0211 -2.2442
H -4.6985 -2.2528 -4.5901
H 3.1060 0.0145 3.4682
H 1.8969 -5.8838 0.5809
H 0.4477 -4.3100 -0.3872
H -3.6622 0.9133 1.3101
H -1.0005 -3.5575 -2.1954
H 3.2945 -5.4071 1.5580
H -0.2308 -1.5854 -4.7606
H -3.0933 4.9041 -0.1129
```

HOMO-LUMO gap ... 5.43 eV
Multiplicity ... 1
HOMO level ... -1.2 eV
Total charge ... -2
E_LUMO ... 4.22 eV
Molecular weight ... 883.6 Da

Atom charges from the Mulliken analysis, given in e for atoms 1 to 6: 1.087 -0.288 -0.781 -0.341 -0.699 -0.645

(2)
This record from the Open Molecules 2025 dataset describes a structure of composition C40H37CuNO2P2S. The level of theory is ωB97M-V/def2-TZVPD.

Structure (XYZ):
```
84
Properties=species:S:1:pos:R:3
Cu -0.0304 0.2594 0.3183
S -0.5384 2.5531 -0.0056
P 2.1636 0.9702 0.3719
P -2.2127 0.0573 -0.3946
O -1.3564 3.3433 0.9109
O 0.0828 -1.5928 1.0080
N -0.3207 -3.7846 0.8974
C -3.9623 0.8266 3.1677
C 3.4221 0.0356 -0.5116
C 0.2365 -2.6924 0.4029
C -2.6505 -1.5275 -1.1271
C -3.5131 -2.3915 -0.4552
C 1.0652 -2.7881 -0.8435
C 3.3551 4.6535 -0.9649
C -3.0398 0.5032 2.1838
C -5.2666 1.1358 2.8125
C 4.3229 -0.7368 -2.6047
C 2.1750 5.3859 -0.9007
C 4.3305 -0.7600 0.1807
C -4.7425 0.7996 0.4919
C -2.0290 -1.9424 -2.3072
C -3.7572 -3.6589 -0.9673
C -3.1464 -4.0649 -2.1450
C 3.4163 0.0440 -1.9082
C -1.0959 -3.6947 2.1344
C -2.2289 1.3053 -1.7137
C 2.6499 1.1289 2.1016
C 0.9927 3.3868 -0.3543
C -0.0649 -5.1100 0.3334
C -1.2977 3.3815 -2.5691
C -3.4297 0.4871 0.8473
C -1.3690 2.4084 -1.5861
C 3.3756 1.2419 4.7788
C -2.0945 3.2604 -3.7000
C 5.2295 -1.5328 -1.9127
C -3.0194 1.2040 -2.8510
C 2.1500 0.1865 3.0025
C 2.1791 2.6511 -0.3197
C 0.9803 4.7540 -0.5917
C 3.3633 3.2994 -0.6610
C -2.2847 -3.2047 -2.8171
C 3.5094 2.1317 2.5489
C 3.8677 2.1851 3.8860
C 5.2343 -1.5433 -0.5256
C -5.6575 1.1239 1.4776
C 2.5190 0.2437 4.3381
C -2.9550 2.1818 -3.8359
H -1.3594 -1.2750 -2.8395
H 2.1853 6.4495 -1.0958
H -6.6753 1.3717 1.2087
H 2.1349 -0.4889 5.0351
H 0.0546 5.3113 -0.5210
H -0.6269 4.2225 -2.4717
H 3.8957 2.8752 1.8646
H -5.9851 1.3938 3.5788
H 5.9405 -2.1380 -2.4589
H -1.8219 -3.5153 -3.7448
H -0.1375 -5.0911 -0.7510
H -4.4395 -4.3219 -0.4522
H -1.7747 -4.5413 2.1825
H 5.9493 -2.1525 0.0107
H 4.3439 -0.7598 1.2636
H 1.4822 -0.5961 2.6614
H 0.5057 -3.2453 -1.6582
H 4.2822 5.1475 -1.2228
H -5.0467 0.7955 -0.5483
H 4.5316 2.9653 4.2326
H -3.6804 0.3554 -2.9760
H 4.3300 -0.7204 -3.6863
H 2.7157 0.6698 -2.4514
H 1.3948 -1.7951 -1.1384
H 3.6584 1.2894 5.8218
H -2.0166 0.2690 2.4595
H -4.0043 -2.0742 0.4562
H -0.4419 -3.7116 3.0071
H -3.5770 2.0952 -4.7166
H -3.6617 0.8455 4.2062
H 0.9182 -5.4820 0.6246
H -0.8184 -5.7949 0.7099
H -1.6680 -2.7709 2.1420
H 4.2959 2.7481 -0.6676
H -2.0403 4.0128 -4.4748
H -3.3519 -5.0470 -2.5501
H 1.9514 -3.3996 -0.6610
```

HOMO-LUMO gap (spin up / spin down) ... 7.91 / 6.79 eV
Multiplicity ... 2
HOMO level (spin up / spin down) ... -13.3 / -13.9 eV
Total charge ... +2
Energy above the lowest of the compared OMol25 structures with the same formula, charge and spin ... 0.0 kcal per mole
E_LUMO (spin up / spin down) ... -5.37 / -7.07 eV
Molecular weight ... 721.3 Da

Atom charges from the Mulliken analysis, given in e for atoms 1 to 6: -0.167 1.706 1.692 0.440 -0.822 -0.078

(3)
This record from the Open Molecules 2025 dataset describes a cluster of 7 separate species, C40H37IN11O13 in total at a distorted geometry. The level of theory is ωB97M-V/def2-TZVPD.

Structure (XYZ):
```
102
Properties=species:S:1:pos:R:3
I -1.6612 5.5258 -9.7405
O -7.1046 -0.0684 0.1990
O 2.8675 0.9061 8.0107
O 0.8178 -2.6594 -4.4198
O 5.0637 -3.0868 3.1171
O -0.8058 -1.9704 2.3373
O -1.4205 -2.9432 4.1689
O 2.7258 -3.6748 -4.3492
O 0.9953 5.5704 -8.3094
O -4.5042 3.5634 -2.0463
O -6.1098 2.4867 -1.0781
O 4.7871 -0.1101 8.0437
O 5.0984 -2.6147 1.0065
O -5.9677 -1.5807 1.2544
N -0.5478 4.3889 -5.9574
N -4.9307 2.6831 -1.3001
N -0.6136 -2.3238 3.4952
N 2.0275 -2.7028 -4.5914
N 4.0788 0.8688 7.8231
N -6.9408 -1.2104 0.6169
N -0.8903 2.4091 -4.5966
N -2.9818 6.7737 -4.4679
N 4.8887 -3.3739 1.9421
N -2.2047 4.4894 -4.1852
N -2.1684 5.7058 -4.8152
C -0.7126 6.7779 -6.9038
C -0.1772 5.9572 -8.2026
C 3.9606 3.2120 7.0522
C -8.8265 -4.4396 0.5080
C 4.6676 -0.3975 -5.9068
C 4.5744 4.3461 6.5318
C 1.9249 -0.3715 -5.3982
C -1.1959 5.6742 -5.8628
C 4.1951 -5.0895 0.3064
C -7.8450 -3.5000 0.8028
C -1.6667 1.2313 -0.1856
C -9.9321 -4.0762 -0.2556
C 3.4016 -7.2387 1.0549
C 0.9346 -2.3784 5.4184
C -10.0665 -2.7711 -0.7205
C -3.4630 -0.0103 0.8467
C 4.3888 -4.7154 1.6345
C 4.0543 -1.5270 -5.3741
C 3.6045 -6.8615 2.3792
C -2.5914 2.0383 -0.8366
C -3.9546 1.8186 -0.6345
C -9.0916 -1.8240 -0.4283
C 2.6831 -1.5082 -5.1286
C 2.5468 0.7545 -5.9278
C -2.1019 0.2110 0.6562
C 3.7000 -6.3570 0.0201
C -1.2217 3.6917 -4.8631
C 3.0762 -1.2811 5.2911
C 3.9144 0.7388 -6.1853
C 1.6012 -1.2366 3.3861
C 2.8073 -0.8884 3.9833
C -4.3992 0.7944 0.2013
C -7.9819 -2.1971 0.3280
C 4.1018 -5.5971 2.6749
C 4.7246 2.0727 7.2961
C 6.6979 3.1977 6.5112
C 5.9391 4.3365 6.2582
C 0.6680 -1.9760 4.1112
C 6.0932 2.0599 7.0341
C 2.1452 -2.0281 6.0062
H 4.4206 -4.4108 -0.5086
H 3.9885 5.2377 6.3354
H -3.7942 -0.8074 1.5006
H 1.9649 1.6447 -6.1443
H -1.4902 7.5629 -7.1725
H 1.4037 -0.9246 2.3666
H 3.3715 -7.5533 3.1817
H 2.8961 3.2310 7.2580
H 0.2160 -2.9580 5.9872
H 6.4137 5.2213 5.8448
H -0.6040 1.3980 -0.3311
H 0.8579 -0.3475 -5.2055
H -2.4156 7.3304 -3.7925
H -3.1684 7.3509 -5.3066
H 4.2553 -5.3152 3.7107
H 3.5381 -0.3077 3.4304
H 4.0170 -1.0030 5.7563
H 2.3626 -2.3339 7.0239
H -10.9311 -2.4933 -1.3138
H 4.3954 1.6166 -6.6060
H 3.0079 -8.2247 0.8281
H 0.2157 7.2793 -6.4376
H 7.7615 3.1963 6.2975
H 4.6523 -2.4061 -5.1615
H -1.3764 -0.4149 1.1675
H -5.4686 0.6140 0.3601
H 3.5427 -6.6574 -1.0103
H -6.9869 -3.7964 1.3960
H -0.8215 1.6683 -5.3032
H -2.8057 4.2106 -3.3850
H 6.6954 1.1789 7.2268
H -2.2385 2.8295 -1.4894
H 5.7335 -0.4040 -6.1079
H -9.2079 -0.8107 -0.7964
H -8.7286 -5.4573 0.8700
H -0.6562 2.1759 -3.6155
H -10.6927 -4.8144 -0.4904
```

HOMO-LUMO gap ... 7.68 eV
Multiplicity ... 1
HOMO level ... -11.1 eV
Total charge ... +1
E_LUMO ... -3.46 eV
Molecular weight ... 1006.7 Da

Atom charges from the Mulliken analysis, given in e for atoms 1 to 6: 0.087 -0.685 -0.576 -0.607 -0.592 -0.672